The following is a quantum chemistry calculation of C6H6O7 in the gas phase, from the Open Molecules 2025 dataset.

Summary:
HOMO energy = -0.3868 Eh
energy above the lowest of the compared OMol25 structures with the same formula, charge and spin = 0.00 kJ/mol
molecular weight = 190.11 g/mol
frontier orbital gap = 9.97 eV
DFT total energy = -20652.2647 eV

Each line ends with the natural charge from an NBO analysis.
Atoms and positions in Å:
O -1.868 2.074 0.463  -0.553
O -1.602 -1.737 0.775  -0.606
O 1.542 2.300 0.266  -0.585
O -0.228 0.092 -1.832  -0.470
O -2.288 2.010 -1.739  -0.639
O -0.369 -3.265 -0.374  -0.668
O 2.861 0.518 0.747  -0.670
C -1.596 1.636 -0.649  0.685
C -0.526 -2.134 0.351  0.800
C 1.659 1.101 0.502  0.797
C -0.452 0.646 -0.755  0.517
C 0.705 -1.245 0.504  -0.507
C 0.394 0.276 0.502  -0.405
H -2.939 2.645 -1.404  0.505
H -1.256 -3.663 -0.506  0.504
H 3.514 1.229 0.641  0.508
H 1.417 -1.422 -0.315  0.248
H 1.196 -1.546 1.428  0.253
H -0.166 0.486 1.396  0.288